Record 1
Computed, not measured: one molecule with the formula C2H4N4O, with wB97M-V/def2-TZVPD.

Properties
E_HOMO: -0.3175 Ha
ΔE to the lowest compared entry with this formula, charge and spin: 120.7 kcal per mole
Kohn-Sham gap: 9.345 eV
DFT total energy: -372.70793 hartree

```
! wB97M-V def2-TZVPD RIJCOSX def2/J DEFGRID3
* xyz 0 1
N 2.25 0.08 0.52
C 1.29 0.29 -0.39
N 0.28 -0.41 -1.05
N -0.92 -0.55 -0.27
C -1.65 0.46 0.16
O -2.83 -0.06 0.56
N 0.71 1.09 -1.16
H 2.57 -0.88 0.61
H 2.97 0.78 0.59
H -1.31 -1.48 -0.42
H -3.37 0.68 0.85
*
```



Record 2
Computed, not measured: C2H4N4O as an isolated structure, with wB97M-V/def2-TZVPD.

Properties
E_HOMO: -0.3390 Ha
ΔE to the lowest compared entry with this formula, charge and spin: 65.2 kcal per mole
Kohn-Sham gap: 9.955 eV
DFT total energy: -372.79647 hartree

```
! wB97M-V def2-TZVPD RIJCOSX def2/J DEFGRID3
* xyz 0 1
N 2.12 0.35 -0.02
C 0.80 0.09 0.00
N 0.30 -0.96 0.63
N -1.09 -0.79 0.36
C -1.21 0.50 -0.31
O -2.43 0.85 -0.12
N -0.06 1.00 -0.61
H 2.76 -0.37 0.29
H 2.45 1.04 -0.66
H -1.41 -1.56 -0.23
H -2.19 -0.19 0.74
*
```



Record 3
Computed, not measured: one molecule with the formula C2H4N4O in a non-equilibrium geometry, with wB97M-V/def2-TZVPD.

Properties
E_HOMO: -0.3604 Ha
ΔE to the lowest compared entry with this formula, charge and spin: 83.2 kcal per mole
Kohn-Sham gap: 10.590 eV
DFT total energy: -372.76780 hartree

```
! wB97M-V def2-TZVPD RIJCOSX def2/J DEFGRID3
* xyz 0 1
C -1.52 -0.41 -0.27
N -0.20 0.22 -0.13
N 0.06 1.32 -0.68
N 1.26 1.47 -0.65
N 1.85 0.37 0.22
C 0.79 -0.45 0.57
O 0.48 -1.34 1.49
H -1.41 -1.56 0.13
H -2.26 0.21 0.49
H -1.84 -0.15 -1.39
H 2.81 0.31 0.21
*
```



Record 4
Computed, not measured: one molecule with the formula C2H4N4O in a non-equilibrium geometry, with wB97M-V/def2-TZVPD.

Properties
E_HOMO: -0.2851 Ha
ΔE to the lowest compared entry with this formula, charge and spin: 69.4 kcal per mole
Kohn-Sham gap: 8.594 eV
DFT total energy: -372.78969 hartree

```
! wB97M-V def2-TZVPD RIJCOSX def2/J DEFGRID3
* xyz 0 1
O -2.43 -0.50 -0.09
N -1.57 0.61 0.09
C -0.32 0.29 -0.08
N 0.84 1.01 -0.04
C 1.85 0.09 -0.02
N 1.53 -1.12 -0.02
N 0.15 -1.01 -0.09
H -3.32 -0.08 -0.02
H 0.87 2.01 -0.16
H 2.89 0.42 0.07
H -0.48 -1.72 0.37
*
```



Record 5
Computed, not measured: one molecule with the formula C2H4N4O in a non-equilibrium geometry, with wB97M-V/def2-TZVPD.

Properties
E_HOMO: -0.3565 Ha
ΔE to the lowest compared entry with this formula, charge and spin: 50.9 kcal per mole
Kohn-Sham gap: 10.515 eV
DFT total energy: -372.81914 hartree

```
! wB97M-V def2-TZVPD RIJCOSX def2/J DEFGRID3
* xyz 0 1
C -2.37 -0.39 0.04
N -0.94 -0.11 -0.04
N -0.55 1.11 -0.08
N 0.70 1.19 0.08
C 1.05 -0.14 0.02
O 2.29 -0.54 0.04
N 0.04 -0.98 -0.04
H -2.53 -0.83 1.05
H -2.90 0.67 0.04
H -2.74 -0.99 -0.85
H 2.90 0.12 -0.29
*
```



Record 6
Computed, not measured: one molecule with the formula C2H4N4O2 in a non-equilibrium geometry, with wB97M-V/def2-TZVPD.

Properties
E_HOMO: -0.3643 Ha
ΔE to the lowest compared entry with this formula, charge and spin: 62.7 kcal per mole
Kohn-Sham gap: 10.301 eV
DFT total energy: -448.00253 hartree

```
! wB97M-V def2-TZVPD RIJCOSX def2/J DEFGRID3
* xyz 0 1
H 1.52 -0.78 1.80
N 1.44 0.02 1.03
C 0.24 -0.02 0.53
N -0.91 -0.60 0.82
C -1.72 -0.57 -0.33
O -2.84 -0.93 -0.25
O -0.83 -0.25 -1.35
N 0.04 0.66 -0.62
N 1.22 0.80 -1.33
H -1.57 -0.58 1.79
H 1.33 1.77 -1.37
H 2.08 0.49 -0.71
*
```



Record 7
Computed, not measured: one molecule with the formula C2H4N4O2 in a non-equilibrium geometry, with wB97M-V/def2-TZVPD.

Properties
E_HOMO: -0.2981 Ha
ΔE to the lowest compared entry with this formula, charge and spin: 79.5 kcal per mole
Kohn-Sham gap: 8.897 eV
DFT total energy: -447.97574 hartree

```
! wB97M-V def2-TZVPD RIJCOSX def2/J DEFGRID3
* xyz 0 1
O -1.98 0.89 -0.93
N -0.61 0.90 -1.31
C 0.07 0.24 -0.45
N 1.45 -0.10 -0.47
C 1.74 -0.81 0.67
N 0.72 -0.97 1.42
N -0.34 -0.40 0.71
O -1.29 0.22 1.57
H -2.44 1.15 -1.77
H 2.08 -0.02 -1.29
H 2.71 -1.24 0.82
H -2.09 0.14 1.03
*
```



Record 8
Computed, not measured: one molecule with the formula C2H4N4O2 in a non-equilibrium geometry, with wB97M-V/def2-TZVPD.

Properties
E_HOMO: -0.3461 Ha
ΔE to the lowest compared entry with this formula, charge and spin: 139.4 kcal per mole
Kohn-Sham gap: 9.632 eV
DFT total energy: -447.88030 hartree

```
! wB97M-V def2-TZVPD RIJCOSX def2/J DEFGRID3
* xyz 0 1
H -1.72 2.31 0.90
N -0.52 2.63 0.72
C -0.26 1.29 0.61
N -0.96 0.15 -0.02
C -0.06 -0.67 -0.57
N 0.32 -1.77 -1.20
H -0.50 -2.35 -1.80
N 1.22 -0.07 -0.17
O 2.04 -0.99 0.34
O 1.00 1.10 0.69
H -1.98 -0.02 -0.22
H 1.41 -1.61 0.71
*
```



Record 9
Computed, not measured: C2H4N4O2 as an isolated structure in a non-equilibrium geometry, with wB97M-V/def2-TZVPD.

Properties
E_HOMO: -0.3256 Ha
ΔE to the lowest compared entry with this formula, charge and spin: 111.8 kcal per mole
Kohn-Sham gap: 9.158 eV
DFT total energy: -447.92431 hartree

```
! wB97M-V def2-TZVPD RIJCOSX def2/J DEFGRID3
* xyz 0 1
C 1.27 0.21 -0.19
C -0.56 0.86 -0.17
H -0.88 -1.75 1.10
H -1.68 -2.07 -0.11
H 3.16 -0.42 0.11
H -1.24 2.54 0.35
N -1.49 -1.23 0.35
N -0.69 -0.44 -0.57
N 2.54 0.36 0.05
N 0.61 1.15 0.09
O 0.54 -0.91 -0.69
O -1.58 1.69 -0.32
*
```



Record 10
Computed, not measured: a 2-piece molecular cluster, C2H4N4O2 overall in a non-equilibrium geometry, with wB97M-V/def2-TZVPD.

Properties
E_HOMO: -0.3196 Ha
ΔE to the lowest compared entry with this formula, charge and spin: 194.5 kcal per mole
Kohn-Sham gap: 7.487 eV
DFT total energy: -447.79245 hartree

```
! wB97M-V def2-TZVPD RIJCOSX def2/J DEFGRID3
* xyz 0 1
C 0.19 1.09 -0.13
C 0.51 -0.32 -0.14
H 1.97 1.53 0.06
H -2.50 -0.28 -0.42
H 1.13 -2.52 0.15
H 2.47 -0.18 0.24
N -1.12 1.19 -0.19
N -1.49 -0.05 -0.05
N -0.58 -0.96 -0.24
N 1.77 -0.84 -0.06
O 1.02 2.17 -0.10
O -0.68 -1.99 0.77
*
```



Record 11
Computed, not measured: a 2-piece molecular cluster, C2H4N4O3S overall in a non-equilibrium geometry, with wB97M-V/def2-TZVPD.

Properties
E_HOMO: -0.3357 Ha
ΔE to the lowest compared entry with this formula, charge and spin: 26.2 kcal per mole
Kohn-Sham gap: 9.239 eV
DFT total energy: -921.40488 hartree

```
! wB97M-V def2-TZVPD RIJCOSX def2/J DEFGRID3
* xyz 0 1
C -0.59 3.16 -0.23
C 0.70 2.98 -0.14
N -3.83 -0.12 1.45
N -2.88 -0.04 0.86
N -1.91 0.22 0.19
N -1.28 -2.32 0.23
O -1.69 3.39 -0.53
O -2.29 -1.21 -1.78
O 0.04 -0.58 -1.25
S -1.27 -0.98 -0.83
H 0.84 2.52 0.79
H 1.38 3.30 -0.84
H -1.97 -3.08 0.28
H -0.44 -2.81 0.29
*
```



Record 12
Computed, not measured: one molecule with the formula C2H4N4S in a non-equilibrium geometry, with wB97M-V/def2-TZVPD.

Properties
E_HOMO: -0.2936 Ha
ΔE to the lowest compared entry with this formula, charge and spin: 80.2 kcal per mole
Kohn-Sham gap: 8.263 eV
DFT total energy: -695.70420 hartree

```
! wB97M-V def2-TZVPD RIJCOSX def2/J DEFGRID3
* xyz 0 1
S 1.30 -1.19 -2.04
N 0.38 -1.58 -0.50
C -0.20 -0.45 -0.02
N -0.24 0.77 -0.40
C -0.78 1.58 0.62
N -1.04 0.89 1.74
N -0.81 -0.50 1.24
H 2.68 -2.15 -1.98
H 0.07 0.95 -1.42
H -0.90 2.72 0.65
H -0.46 -1.05 2.11
*
```